# 1
# C9H9NO3S

2 unconnected molecules or ions with the total composition C9H9NO3S at a distorted geometry (ωB97M-V/def2-TZVPD, the OMol25 dataset).

Calculated values
- total charge = 0
- expectation value of S² = 2.04
- highest occupied orbital energy (alpha / beta) (eV) = -6.52 / -9.46
- LUMO energy (alpha / beta) (hartree) = -0.0086 / -0.1169
- energy relative to the best compared isomer or geometry (same formula, charge and spin) (kJ/mol) = 519.5
- 2S+1 = 3
- max |F| (eV/Å) = 4.52
- E (eV) = -27937.4597

Geometry (Å):
C -0.860 -2.225 -2.958
C -0.386 -1.514 -1.836
C -1.523 -1.451 -3.854
C -0.649 -0.108 -1.957
C -0.453 0.929 -1.009
C -0.107 0.289 0.913
C 0.800 0.809 1.753
C 0.807 0.624 3.296
C 2.064 1.401 1.116
N -1.318 -0.241 1.383
O -1.530 -0.354 2.589
O -0.569 2.100 -1.251
O -2.135 -0.507 0.466
S -1.367 0.206 -3.477
H -0.681 -3.204 -3.175
H 0.248 -1.855 -1.026
H -1.746 -1.538 -4.893
H 0.985 -0.365 3.594
H 1.538 1.244 3.735
H -0.165 0.841 3.607
H 1.887 2.607 0.988
H 2.284 1.059 0.158
H 2.875 1.253 1.838


# 2
# C9H9NOS

C9H9NOS in the gas phase at a distorted geometry (ωB97M-V/def2-TZVPD, the OMol25 dataset).

Calculated values
- total charge = 0
- highest occupied orbital energy (alpha / beta) (eV) = -8.71 / -8.45
- LUMO energy (alpha / beta) (hartree) = -0.0230 / -0.0373
- energy relative to the best compared isomer or geometry (same formula, charge and spin) (kJ/mol) = 702.7
- max |F| (eV/Å) = 4.20
- E (eV) = -23844.3844

Geometry (Å):
C -2.022 1.006 0.704
C -1.249 1.450 -0.282
C 0.672 -1.478 -0.407
C 2.379 0.206 -1.004
C 0.080 -1.674 0.811
C 2.701 1.406 -0.563
C -1.575 0.049 1.767
C 0.836 -0.055 -1.010
C 0.123 1.102 -0.502
N -0.413 -0.748 1.680
O 1.467 3.452 -1.342
S 1.368 2.536 -0.177
H -3.018 1.386 0.656
H -1.750 2.136 -1.063
H 1.136 -2.157 -1.030
H 3.041 -0.547 -1.475
H 0.569 -2.590 1.292
H 3.743 1.843 -0.362
H -1.270 0.806 2.544
H -2.449 -0.657 2.010
H 0.580 -0.191 -1.997